{"formula": "C22H41Br14NO5S", "method": "ωB97M-V with the def2-TZVPD basis set", "species": ["C", "O", "C", "C", "C", "C", "O", "O", "O", "C", "O", "C", "N", "C", "S", "H", "H", "H", "H", "H", "H", "H", "H", "H", "H", "H", "H", "H", "Br", "C", "C", "Br", "H", "H", "H", "H", "Br", "C", "C", "Br", "H", "H", "H", "H", "Br", "C", "C", "Br", "H", "H", "H", "H", "Br", "C", "C", "Br", "H", "H", "H", "H", "Br", "C", "C", "Br", "H", "H", "H", "H", "Br", "C", "C", "Br", "H", "H", "H", "H", "Br", "C", "C", "Br", "H", "H", "H", "H"], "positions_angstrom": [[5.135, -1.599, -2.245], [3.939, -1.037, -2.735], [2.830, -1.926, -2.639], [1.603, -1.084, -2.254], [1.706, 0.309, -2.939], [2.351, 1.424, -2.150], [2.370, 2.493, -2.621], [2.943, 1.219, -0.936], [1.558, -1.139, -0.817], [0.336, -1.638, -0.420], [0.132, -2.302, 0.493], [-0.584, -1.095, -1.522], [-1.994, -1.422, -1.450], [0.215, -1.636, -2.719], [0.367, -3.468, -2.641], [5.360, -2.567, -2.701], [5.947, -0.925, -2.515], [5.122, -1.655, -1.153], [3.025, -2.665, -1.865], [2.680, -2.381, -3.625], [0.690, 0.640, -3.156], [2.177, 0.163, -3.905], [2.271, 1.410, -0.263], [-0.423, -0.004, -1.377], [-2.387, -1.161, -2.350], [-2.419, -0.765, -0.800], [-0.135, -1.314, -3.692], [-0.898, -3.922, -2.510], [2.442, -3.410, -6.170], [3.884, -4.625, -6.645], [4.080, -5.677, -5.589], [4.992, -4.952, -4.033], [4.768, -4.016, -6.807], [3.582, -5.079, -7.587], [4.723, -6.474, -5.957], [3.146, -6.104, -5.235], [-0.956, -2.063, 6.121], [-1.647, -3.186, 4.686], [-1.972, -2.377, 3.461], [-3.639, -1.388, 3.679], [-2.506, -3.714, 5.087], [-0.853, -3.898, 4.471], [-2.136, -3.027, 2.605], [-1.205, -1.650, 3.215], [-0.991, 1.632, -0.001], [-2.228, 3.108, -0.289], [-3.583, 2.800, 0.280], [-4.558, 1.566, -0.866], [-2.248, 3.297, -1.359], [-1.780, 3.960, 0.219], [-4.194, 3.699, 0.318], [-3.541, 2.352, 1.268], [2.682, -0.267, 10.933], [2.001, -1.375, 9.484], [1.677, -0.555, 8.266], [0.007, 0.423, 8.488], [1.141, -1.911, 9.874], [2.798, -2.083, 9.265], [1.517, -1.199, 7.403], [2.441, 0.179, 8.030], [-3.928, 3.185, -4.280], [-4.097, 2.002, -5.816], [-4.251, 0.564, -5.400], [-2.551, -0.213, -4.842], [-3.226, 2.173, -6.444], [-4.989, 2.345, -6.337], [-4.574, -0.046, -6.241], [-4.943, 0.435, -4.574], [-1.501, 3.873, 12.169], [-2.189, 2.759, 10.729], [-2.509, 3.574, 9.505], [-4.173, 4.563, 9.716], [-3.050, 2.229, 11.125], [-1.394, 2.046, 10.515], [-2.670, 2.925, 8.647], [-1.738, 4.300, 9.269], [-0.641, 2.588, -5.202], [0.529, 4.090, -4.791], [-0.246, 5.248, -4.225], [-1.223, 6.208, -5.609], [1.058, 4.340, -5.706], [1.238, 3.706, -4.059], [0.429, 5.982, -3.790], [-0.976, 4.943, -3.480]], "lowdin_charge": [-0.097, -0.181, -0.194, -0.411, -0.004, -0.501, 0.140, 0.092, 0.035, -0.525, 0.192, -0.408, 0.084, -0.460, 0.839, 0.016, 0.092, 0.099, 0.128, 0.040, 0.091, 0.149, 0.105, -0.002, -0.008, 0.022, 0.071, -0.110, 0.660, -0.685, -0.684, 0.672, 0.052, 0.058, 0.058, 0.053, 0.626, -0.681, -0.700, 0.595, 0.050, 0.060, 0.060, 0.046, 0.832, -0.637, -0.670, 0.620, 0.034, 0.064, 0.063, 0.053, 0.608, -0.696, -0.693, 0.606, 0.052, 0.059, 0.009, 0.053, 0.577, -0.685, -0.646, 0.669, 0.021, 0.062, 0.061, 0.053, 0.603, -0.709, -0.708, 0.600, 0.052, 0.000, 0.052, 0.051, 0.622, -0.650, -0.687, 0.600, 0.055, 0.027, 0.060, 0.034], "homo_ev": -9.25, "smiles": "COC[C@]1(CC(=O)O)OC(=O)[C@H](N)[C@@H]1S.BrCCBr.BrCCBr.BrCCBr.BrCCBr.BrCCBr.BrCCBr.BrCCBr", "e_lumo_ev": 0.1, "charge": 0, "orbital_gap_ev": 9.359}

{"formula": "C4H5ClO2P", "method": "ωB97M-V with the def2-TZVPD basis set", "species": ["C", "C", "C", "C", "O", "O", "P", "Cl", "H", "H", "H", "H", "H"], "positions_angstrom": [[0.134, 1.891, 1.036], [-1.108, -0.977, -1.279], [0.110, 0.415, 0.252], [-0.933, 0.146, -0.623], [2.386, -0.376, 1.382], [0.640, -2.105, 1.300], [1.270, -0.945, 0.645], [-1.936, 1.442, -1.334], [0.869, 2.123, 1.731], [-0.508, 2.561, 0.631], [-1.765, -1.043, -2.094], [-0.598, -1.922, -0.858], [1.439, -1.209, -0.788]], "lowdin_charge": [0.092, -0.091, -0.261, -0.780, -0.403, -0.409, 0.220, 0.568, -0.001, -0.055, 0.021, 0.079, 0.020], "spin_multiplicity": 3, "homo_ev": [-3.41, -5.17], "relative_energy_kj_mol": 0.0, "e_lumo_ev": [3.3, 1.9], "charge": -1, "s_squared": 2.0258, "orbital_gap_ev": [6.660, 7.100]}

{"formula": "C20H21FN2O4S", "method": "ωB97M-V with the def2-TZVPD basis set", "species": ["C", "C", "C", "N", "C", "C", "C", "C", "C", "C", "F", "S", "O", "O", "C", "C", "C", "C", "C", "C", "C", "N", "O", "C", "C", "C", "O", "C", "H", "H", "H", "H", "H", "H", "H", "H", "H", "H", "H", "H", "H", "H", "H", "H", "H", "H", "H", "H", "H"], "positions_angstrom": [[-0.115, -1.141, 2.192], [1.175, -1.947, 2.128], [1.565, -2.307, 0.694], [1.813, -1.148, -0.140], [3.092, -0.557, -0.116], [4.096, -0.981, -0.978], [5.340, -0.375, -0.969], [5.605, 0.660, -0.088], [4.622, 1.098, 0.781], [3.380, 0.492, 0.753], [2.427, 0.950, 1.595], [0.911, -0.948, -1.532], [1.739, -0.422, -2.573], [0.192, -2.166, -1.788], [-0.295, 0.278, -1.028], [-1.605, -0.107, -0.884], [-2.566, 0.812, -0.458], [-3.951, 0.423, -0.301], [-4.605, -0.767, -0.510], [-5.953, -0.484, -0.177], [-7.112, -1.409, -0.218], [-6.072, 0.764, 0.195], [-4.848, 1.336, 0.123], [-2.158, 2.118, -0.187], [-0.841, 2.505, -0.337], [0.121, 1.585, -0.762], [1.429, 1.844, -0.932], [1.900, 3.158, -0.722], [0.012, -0.186, 1.691], [-0.926, -1.679, 1.706], [-0.392, -0.952, 3.226], [1.057, -2.881, 2.683], [1.982, -1.381, 2.596], [0.751, -2.849, 0.209], [2.455, -2.950, 0.702], [3.874, -1.780, -1.668], [6.104, -0.711, -1.652], [6.576, 1.132, -0.079], [4.799, 1.907, 1.473], [-1.856, -1.129, -1.114], [-4.200, -1.696, -0.848], [-6.938, -2.257, 0.442], [-8.008, -0.883, 0.097], [-7.250, -1.788, -1.229], [-2.892, 2.836, 0.147], [-0.565, 3.523, -0.117], [1.775, 3.461, 0.322], [2.960, 3.126, -0.967], [1.397, 3.873, -1.379]], "lowdin_charge": [-0.091, -0.223, -0.185, -0.165, -0.214, -0.005, -0.069, -0.075, -0.012, -0.218, 0.076, 0.715, -0.245, -0.284, -0.178, 0.005, -0.138, -0.217, 0.048, -0.350, -0.028, 0.099, 0.004, 0.013, 0.015, -0.257, -0.094, -0.053, 0.056, 0.076, 0.075, 0.110, 0.100, 0.110, 0.131, 0.125, 0.105, 0.106, 0.120, 0.118, 0.113, 0.082, 0.079, 0.083, 0.123, 0.110, 0.102, 0.099, 0.102], "homo_ev": -8.40, "relative_energy_kj_mol": 0.0, "smiles": "CCCN(c1ccccc1F)S(=O)(=O)c1cc(-c2cc(C)no2)ccc1OC", "e_lumo_ev": 0.4, "charge": 0, "orbital_gap_ev": 8.832}

{"formula": "C47H62F6N9O7S2", "method": "ωB97M-V with the def2-TZVPD basis set", "species": ["N", "O", "O", "O", "C", "C", "C", "N", "C", "C", "C", "C", "C", "C", "H", "H", "H", "H", "H", "H", "H", "H", "H", "H", "H", "H", "H", "H", "H", "H", "H", "H", "H", "H", "C", "N", "C", "C", "C", "C", "C", "C", "C", "C", "N", "C", "C", "C", "H", "H", "H", "H", "H", "H", "H", "H", "H", "H", "H", "H", "H", "H", "C", "N", "C", "C", "C", "C", "C", "C", "C", "C", "N", "C", "C", "C", "H", "H", "H", "H", "H", "H", "H", "H", "H", "H", "H", "H", "H", "H", "C", "N", "C", "C", "C", "C", "C", "C", "C", "C", "N", "C", "C", "C", "H", "H", "H", "H", "H", "H", "H", "H", "H", "H", "H", "H", "H", "H", "C", "F", "F", "F", "S", "O", "O", "N", "S", "O", "O", "C", "F", "F", "F"], "positions_angstrom": [[4.045, 14.744, 10.261], [5.092, 15.261, 10.067], [3.995, 13.575, 9.945], [3.103, 15.316, 10.894], [5.238, 17.152, 6.721], [4.414, 17.925, 7.734], [3.327, 18.917, 7.112], [2.345, 19.491, 8.218], [3.146, 20.317, 9.284], [2.252, 21.250, 10.265], [1.181, 22.060, 9.535], [0.483, 21.222, 8.415], [1.402, 20.423, 7.364], [1.491, 18.372, 8.844], [4.640, 16.590, 6.003], [5.672, 16.454, 7.436], [5.927, 17.700, 6.078], [5.003, 18.364, 8.540], [3.833, 17.174, 8.270], [2.731, 18.432, 6.339], [3.734, 19.800, 6.620], [3.681, 20.975, 8.600], [3.837, 19.739, 9.898], [2.787, 22.058, 10.766], [1.643, 20.643, 10.934], [1.653, 22.823, 8.917], [0.539, 22.563, 10.257], [-0.214, 21.826, 7.835], [-0.211, 20.503, 8.852], [2.104, 21.042, 6.806], [0.784, 19.732, 6.791], [0.826, 18.868, 9.551], [2.144, 17.709, 9.410], [0.898, 17.883, 8.071], [1.108, 10.689, 10.864], [0.206, 11.849, 11.005], [-1.127, 11.636, 10.977], [-2.003, 12.713, 11.112], [-1.499, 13.966, 11.439], [-0.089, 14.124, 11.318], [0.746, 13.077, 11.182], [-2.429, 15.088, 11.788], [-2.319, 16.388, 11.273], [-3.186, 17.398, 11.654], [-4.117, 17.165, 12.598], [-4.292, 15.898, 13.139], [-3.425, 14.891, 12.760], [-4.983, 18.239, 12.987], [2.073, 10.994, 10.459], [0.731, 9.891, 10.224], [1.279, 10.329, 11.879], [-1.363, 10.607, 10.747], [-3.050, 12.452, 11.079], [0.371, 15.080, 11.523], [1.824, 13.128, 11.187], [-1.479, 16.602, 10.629], [-3.077, 18.426, 11.341], [-5.049, 15.719, 13.889], [-3.555, 13.905, 13.182], [-4.250, 18.921, 13.418], [-5.650, 17.940, 13.795], [-5.527, 18.610, 12.118], [6.143, 13.281, 7.207], [6.929, 12.118, 7.749], [6.697, 11.691, 9.046], [7.298, 10.517, 9.481], [8.045, 9.716, 8.613], [8.272, 10.209, 7.334], [7.869, 11.509, 6.992], [8.564, 8.386, 9.130], [7.750, 7.394, 9.654], [8.300, 6.171, 10.060], [9.587, 5.906, 9.907], [10.402, 6.837, 9.417], [9.893, 8.098, 9.003], [10.277, 4.667, 10.346], [5.115, 13.359, 7.561], [6.162, 13.273, 6.118], [6.665, 14.147, 7.615], [6.063, 12.272, 9.699], [6.994, 10.122, 10.439], [8.815, 9.708, 6.546], [8.020, 11.833, 5.973], [6.698, 7.562, 9.835], [7.623, 5.442, 10.480], [11.402, 6.512, 9.169], [10.550, 8.839, 8.573], [9.638, 4.045, 10.973], [11.200, 4.893, 10.881], [10.532, 4.039, 9.492], [11.870, 14.024, 15.178], [10.512, 14.542, 14.922], [9.900, 15.298, 15.840], [8.550, 15.639, 15.708], [7.850, 15.217, 14.603], [8.510, 14.517, 13.640], [9.880, 14.164, 13.824], [6.455, 15.593, 14.465], [6.032, 16.150, 13.244], [4.748, 16.708, 13.129], [3.817, 16.535, 14.080], [4.200, 15.996, 15.263], [5.519, 15.615, 15.526], [2.419, 16.772, 13.838], [11.990, 13.018, 14.774], [11.988, 13.883, 16.252], [12.520, 14.719, 14.646], [10.537, 15.668, 16.630], [8.121, 16.170, 16.546], [7.987, 14.088, 12.798], [10.423, 13.546, 13.124], [6.620, 16.289, 12.348], [4.435, 17.228, 12.236], [3.344, 15.828, 15.900], [5.801, 15.302, 16.520], [1.835, 16.552, 14.731], [2.055, 16.097, 13.063], [2.262, 17.821, 13.585], [-1.202, 18.578, 4.392], [-0.436, 19.231, 3.483], [-1.100, 19.198, 5.529], [-2.480, 18.529, 3.971], [-0.502, 16.774, 4.568], [-1.696, 16.007, 4.928], [0.055, 16.395, 3.263], [0.755, 16.855, 5.772], [1.102, 15.347, 6.083], [0.458, 14.331, 5.286], [2.553, 15.052, 6.256], [0.338, 15.123, 7.825], [-0.291, 13.900, 7.990], [1.343, 14.986, 8.694], [-0.509, 16.085, 8.143]], "lowdin_charge": [-0.634, -0.001, -0.039, -0.085, -0.085, -0.213, -0.059, -0.227, -0.044, -0.147, -0.188, -0.138, -0.030, 0.017, 0.068, 0.052, 0.087, 0.098, 0.074, 0.109, 0.124, 0.129, 0.108, 0.120, 0.092, 0.117, 0.123, 0.120, 0.087, 0.132, 0.103, 0.079, 0.083, 0.069, 0.038, -0.064, 0.054, 0.066, -0.094, 0.031, 0.000, -0.103, 0.059, 0.030, -0.092, 0.072, 0.049, 0.032, 0.100, 0.116, 0.115, 0.157, 0.146, 0.115, 0.118, 0.118, 0.159, 0.157, 0.138, 0.122, 0.119, 0.131, 0.056, -0.048, 0.042, 0.029, -0.120, 0.061, 0.046, -0.143, 0.057, 0.031, -0.070, 0.044, 0.063, 0.055, 0.099, 0.116, 0.102, 0.122, 0.128, 0.144, 0.158, 0.136, 0.160, 0.161, 0.140, 0.116, 0.119, 0.125, 0.060, -0.091, 0.052, 0.077, -0.173, 0.063, 0.038, -0.118, 0.072, 0.027, -0.078, 0.042, 0.075, 0.023, 0.113, 0.122, 0.130, 0.164, 0.146, 0.134, 0.153, 0.135, 0.143, 0.147, 0.138, 0.108, 0.085, 0.122, -0.633, 0.125, 0.137, 0.159, 0.712, -0.313, -0.285, -0.322, 0.565, -0.288, -0.339, -0.615, 0.077, 0.073, 0.115], "homo_ev": -16.41, "relative_energy_kj_mol": 0.0, "e_lumo_ev": -11.7, "charge": 5, "orbital_gap_ev": 4.677}

no.,E_tot (hartree)
1,-37728.195079
2,-1107.391219
3,-1683.189206
4,-4241.168276